{
  "formula": "C43H66AsN2OP2SSbTl",
  "method": "ωB97M-V with the def2-TZVPD basis set",
  "lumo_ev": [2.343, 2.119],
  "charge": -1,
  "max_force_ev_per_a": 11.95,
  "total_energy_ha": -5591.0044,
  "e_homo_ev": [-2.67, -2.66],
  "gap_ev": [5.0, 4.8],
  "species": ["Tl", "C", "C", "C", "P", "C", "C", "C", "C", "C", "C", "C", "C", "C", "C", "N", "C", "C", "C", "C", "C", "C", "C", "P", "C", "C", "C", "C", "C", "C", "H", "H", "H", "H", "H", "H", "H", "H", "H", "H", "H", "H", "H", "H", "H", "H", "H", "H", "H", "H", "H", "H", "H", "H", "H", "H", "H", "H", "H", "H", "H", "H", "H", "H", "H", "H", "H", "H", "H", "H", "S", "C", "C", "C", "C", "C", "N", "H", "H", "H", "H", "O", "C", "As", "C", "C", "C", "C", "C", "C", "C", "C", "H", "H", "H", "H", "H", "H", "H", "H", "H", "H", "H", "H", "H", "C", "Sb", "C", "C", "H", "H", "H", "H", "H", "H", "H", "H", "H"],
  "coordinates": [[-0.0987, -0.1756, -0.0568], [4.7822, -0.3752, 0.3459], [3.9767, -0.8377, -0.8664], [4.8979, -0.8725, -2.0886], [2.3531, 0.0424, -1.0428], [2.6733, 1.9804, -1.2822], [3.9909, 2.3986, -1.9386], [2.5242, 2.7610, 0.0766], [1.5178, -0.6414, -2.6032], [2.0661, -0.3185, -3.8465], [1.4972, -0.6890, -5.0584], [2.1326, -0.3025, -6.3719], [0.2936, -1.3909, -5.0360], [-0.3107, -1.7439, -3.8472], [0.2551, -1.4595, -2.5866], [-0.4058, -1.7864, -1.4191], [-1.2068, -2.8093, -0.9219], [-1.5406, -3.9210, -1.7082], [-2.4531, -4.8936, -1.3140], [-3.0975, -4.8458, -0.0922], [-4.0982, -5.9053, 0.3038], [-2.7427, -3.8412, 0.8112], [-1.8151, -2.8601, 0.5299], [-1.2774, -1.7153, 1.9856], [-2.4049, -1.9891, 3.4914], [-2.4724, -0.8254, 4.3668], [-2.1087, -3.2297, 4.3359], [0.4063, -2.4641, 2.4716], [0.5550, -4.3464, 2.8621], [1.0514, -1.6318, 3.5478], [5.6403, -1.0348, 0.5013], [4.1977, -0.3903, 1.2557], [5.1674, 0.6402, 0.2141], [3.6927, -1.8791, -0.6691], [5.2101, 0.1210, -2.4089], [4.4258, -1.3730, -2.9347], [5.8063, -1.4387, -1.8564], [1.8688, 2.3471, -1.8968], [4.8634, 2.1373, -1.3330], [4.0123, 3.4853, -2.0727], [4.1188, 1.9572, -2.9277], [3.2994, 2.4692, 0.7713], [1.4229, 2.5711, 0.5444], [2.6036, 3.8560, -0.0683], [2.9848, 0.2573, -3.8798], [3.1016, 0.1757, -6.2186], [1.4961, 0.3987, -6.9179], [2.2954, -1.1841, -6.9972], [-0.2012, -1.6518, -5.9668], [-1.2836, -2.2165, -3.8841], [-1.0702, -4.0359, -2.6767], [-2.6681, -5.7021, -2.0059], [-4.5412, -6.3748, -0.5759], [-4.9155, -5.4711, 0.8838], [-3.6219, -6.6847, 0.9060], [-3.2195, -3.8624, 1.7861], [-3.4238, -2.0797, 3.0936], [-1.5005, -0.6993, 4.8247], [-3.2063, -0.9948, 5.1644], [-2.7638, 0.0938, 3.8615], [-1.1868, -3.1136, 4.9091], [-2.0260, -4.1389, 3.7397], [-2.9153, -3.3893, 5.0587], [1.1788, -2.2982, 1.2598], [0.1099, -4.5538, 3.8451], [1.6205, -4.7336, 2.8924], [0.0582, -4.9914, 2.1312], [0.5590, -1.7429, 4.5296], [1.0564, -0.4611, 3.2863], [2.2223, -1.9820, 3.6565], [1.4528, 1.2972, 1.4152], [1.8060, -0.4277, 1.8137], [2.9040, -0.8049, 2.9393], [3.3219, -2.3816, 3.3332], [2.6898, -3.4766, 2.7281], [1.6469, -3.2041, 1.6774], [1.1551, -1.3424, 1.1523], [3.4196, 0.0009, 3.4412], [4.0839, -2.5737, 4.0766], [2.9951, -4.4758, 3.0195], [1.1239, -3.9723, 1.1261], [-1.7824, -0.1376, -1.1752], [0.5364, 3.7344, -3.0049], [-0.1020, 2.2781, -1.8072], [-1.3321, 1.5593, -3.1658], [-0.7147, 3.5026, -0.3622], [-1.6048, 4.5815, -0.9444], [-1.2575, 5.9248, -0.8938], [-2.0933, 6.8980, -1.4380], [-3.2823, 6.5389, -2.0440], [-3.6406, 5.1925, -2.1102], [-2.8175, 4.2257, -1.5716], [-0.2958, 4.3771, -3.2939], [0.9752, 3.2903, -3.9018], [1.2974, 4.3363, -2.4978], [-1.7962, 2.3821, -3.7303], [-2.1047, 0.9690, -2.6846], [-0.7467, 0.9347, -3.8397], [0.1658, 3.9156, 0.1249], [-1.2904, 2.9435, 0.4167], [-0.3256, 6.2246, -0.4274], [-1.8075, 7.9420, -1.3877], [-3.9304, 7.2963, -2.4669], [-4.5701, 4.9026, -2.5846], [-3.1091, 3.1805, -1.6249], [-1.4893, 2.0407, 3.9656], [-1.9018, 1.6260, 1.7277], [-2.3326, 3.7863, 1.5828], [-4.0354, 1.2426, 1.9632], [-2.2630, 2.7168, 4.3475], [-0.5038, 2.5205, 4.0521], [-1.4797, 1.1507, 4.5344], [-3.0161, 4.1279, 2.3765], [-2.7735, 3.9377, 0.5998], [-1.4042, 4.3344, 1.6729], [-4.4716, 1.9899, 2.6300], [-4.1974, 0.2516, 2.3827], [-4.5121, 1.3005, 0.9845]],
  "atomic_forces_ev_per_a": [[-2.957, 2.055, -1.606], [0.072, 0.325, -0.047], [0.573, -0.159, -0.306], [-0.028, -0.196, -0.283], [-0.313, 0.888, -2.193], [1.475, -0.212, 0.593], [0.145, 0.000, 0.086], [-0.799, 1.454, -1.807], [-0.319, -0.442, 0.094], [-0.421, -0.169, 0.022], [0.104, 0.144, -0.312], [-0.038, -0.055, 0.131], [0.056, 0.043, 0.261], [0.116, -0.056, -0.203], [0.195, -0.380, 0.885], [2.284, -4.244, -0.015], [0.316, 1.076, 0.484], [-0.196, -0.328, 0.115], [0.165, 0.291, 0.048], [-0.321, -0.332, -0.032], [0.066, 0.168, -0.026], [0.254, -0.069, -0.291], [1.518, 0.901, -1.290], [-0.139, -1.400, -0.670], [-0.459, -2.256, -1.320], [-0.074, 1.211, 0.959], [-0.219, -0.374, -0.102], [0.197, -4.171, 4.609], [-1.347, -2.148, 2.520], [-4.488, 0.644, 3.036], [0.003, -0.015, -0.085], [-0.020, 0.029, 0.073], [0.000, -0.035, -0.047], [-0.291, 0.087, -0.005], [-0.024, -0.011, 0.050], [-0.065, 0.080, 0.000], [-0.017, 0.011, 0.091], [1.115, -0.465, -0.217], [0.001, -0.007, -0.057], [-0.054, 0.002, 0.041], [-0.030, -0.048, 0.013], [-0.049, 0.178, 0.153], [2.704, 3.054, -2.780], [0.113, -0.124, -0.504], [-0.001, 0.036, 0.047], [-0.017, 0.013, 0.022], [0.051, -0.038, -0.099], [-0.022, 0.065, -0.089], [0.038, 0.041, -0.040], [0.037, -0.044, 0.154], [0.000, 0.178, -0.001], [-0.042, -0.033, 0.028], [0.043, -0.047, 0.010], [0.017, -0.063, 0.064], [-0.125, -0.060, 0.029], [0.077, 0.033, 0.038], [0.153, -0.337, -0.477], [0.205, 0.341, 0.339], [0.091, -0.069, -0.004], [0.038, -0.416, 0.135], [0.004, 0.059, -0.112], [0.026, 0.069, 0.002], [-0.029, 0.080, 0.005], [0.535, 0.463, -3.492], [0.012, 0.290, -0.060], [-3.515, -0.882, 0.703], [-0.563, 0.432, 0.092], [0.103, -0.168, -0.068], [-1.565, -2.490, 1.487], [-6.003, 1.335, 2.264], [0.726, -5.760, 5.869], [2.305, -0.348, 1.101], [1.988, -1.378, -3.168], [2.345, -0.383, -3.948], [3.825, 3.566, -2.413], [1.692, -6.883, 5.108], [2.062, 11.346, -3.114], [-0.072, -0.052, 0.208], [-0.036, 0.345, 0.132], [0.691, 0.324, -0.202], [1.218, -0.053, -1.169], [-1.658, 2.691, 1.786], [0.262, 0.021, 0.170], [-1.376, -0.405, -0.958], [-1.122, 1.453, -0.200], [-1.301, 0.299, -1.822], [0.384, -0.271, -0.288], [-0.094, 0.074, -0.152], [0.091, -0.026, 0.032], [-0.116, -0.020, -0.050], [0.019, 0.135, 0.015], [0.358, 0.098, -0.037], [0.008, -0.038, 0.023], [-0.007, -0.035, 0.054], [-0.040, 0.056, -0.088], [0.226, -0.044, -0.123], [0.183, -0.176, 0.120], [0.242, 0.073, 0.166], [0.086, 0.093, -0.237], [1.760, 1.033, -2.662], [0.011, -0.056, 0.034], [0.014, -0.001, 0.007], [-0.001, 0.001, -0.004], [-0.002, -0.007, -0.005], [0.105, -0.015, 0.020], [0.124, 0.907, -1.247], [-1.695, 0.277, 3.355], [-1.518, -0.136, 1.670], [0.105, -0.016, 0.135], [0.080, -0.073, -0.135], [-0.264, -0.002, -0.216], [0.244, -0.375, 0.519], [0.059, -0.250, -0.164], [-0.312, 0.225, 0.888], [0.039, 0.193, 0.093], [0.053, -0.036, -0.019], [-0.136, -0.059, -0.122], [0.096, -0.044, -0.010]]
}